1.
Formula: C19H6Cl10N2SSr
Source: OMol25
Level of theory: the ωB97M-V functional and the def2-TZVPD basis

```
39
Properties=species:S:1:pos:R:3:forces:R:3:lowdin_charge:R:1
Sr -0.5110 0.5014 -1.7323 -0.04 -0.04 -0.09 1.271
Cl 3.5618 -0.2034 -1.7823 -0.01 0.05 0.00 0.634
C 3.1081 1.4893 -1.7127 0.04 0.03 0.01 -0.725
C 1.7711 1.8018 -1.8598 -0.22 -0.06 0.01 -0.319
C 1.4719 3.1373 -1.7638 0.23 -0.11 0.01 -0.693
Cl -0.2557 3.5960 -1.9336 -0.07 0.05 -0.01 0.586
C 2.3949 4.1538 -1.5485 -0.14 0.14 0.00 -0.714
Cl 1.9129 5.8069 -1.4390 0.04 -0.03 0.00 0.671
C 3.7333 3.7926 -1.4210 -0.01 0.00 0.01 -0.705
Cl 4.9281 5.0025 -1.1596 -0.01 -0.01 0.00 0.682
C 4.0970 2.4456 -1.5011 0.11 -0.10 0.00 -0.706
Cl 5.7527 1.9962 -1.3319 -0.05 0.03 0.00 0.675
Cl -3.5699 0.0363 -1.7523 -0.06 0.07 0.00 0.575
C -3.0044 -1.6464 -1.5580 0.05 -0.22 0.02 -0.709
C -1.6531 -1.8633 -1.6599 0.19 0.18 -0.01 -0.322
C -1.2514 -3.1731 -1.4863 -0.03 -0.04 0.00 -0.721
Cl 0.4657 -3.5235 -1.5912 -0.05 0.00 0.00 0.635
C -2.1359 -4.2169 -1.2320 0.12 -0.10 0.00 -0.706
Cl -1.5746 -5.8343 -1.0207 -0.03 0.05 0.00 0.671
C -3.5023 -3.9400 -1.1456 -0.01 0.01 0.00 -0.706
Cl -4.6280 -5.2040 -0.8355 0.01 0.01 0.00 0.680
C -3.9522 -2.6328 -1.3093 -0.16 0.14 0.00 -0.713
Cl -5.6337 -2.2609 -1.2026 0.04 -0.04 0.00 0.671
N -2.0953 2.7856 1.0990 0.10 -0.04 0.09 0.107
C -1.3698 1.7321 1.5720 -0.14 0.14 -0.06 -0.688
N -0.6635 0.9544 0.8105 0.17 -0.06 0.07 -0.024
C -0.0158 -0.0255 1.5746 -0.01 0.08 -0.10 -0.312
C 0.8699 -0.9780 1.0825 -0.05 -0.02 -0.01 -0.041
C 1.4304 -1.8858 1.9612 -0.02 -0.01 0.00 -0.063
C 1.1219 -1.8518 3.3215 -0.02 0.02 0.01 -0.076
C 0.2510 -0.9008 3.8269 0.03 -0.02 -0.03 -0.081
C -0.3036 0.0088 2.9384 -0.01 -0.02 0.08 -0.466
S -1.3838 1.3364 3.2699 -0.03 0.02 -0.02 1.111
H -1.7393 3.2227 0.2596 0.00 -0.05 0.02 0.043
H -2.4657 3.4317 1.7766 0.00 -0.03 -0.02 0.096
H 1.1358 -1.0226 0.0317 0.04 -0.01 0.03 0.054
H 2.1152 -2.6318 1.5816 0.00 0.00 0.01 0.111
H 1.5712 -2.5725 3.9909 0.00 0.00 0.00 0.107
H 0.0162 -0.8641 4.8821 0.01 -0.01 0.00 0.111
```
Forces are in eV/Å.

The max |F| comes out at 0.26 eV/A. The energy comes out at -159677.5065 eV. The relative energy (zero: lowest compared OMol25 entry of this formula, charge and spin) is 3.1 kcal/mol. The LUMO energy comes out at -0.2 eV. As for the spin multiplicity: 1. The gap between HOMO and LUMO is 8.73 eV.

---

2.
Formula: C19H70N16O16
Source: OMol25
Level of theory: the ωB97M-V functional and the def2-TZVPD basis

```
121
Properties=species:S:1:pos:R:3:forces:R:3:lowdin_charge:R:1
C 1.7122 -2.6930 -2.4406 0.35 -1.08 -1.44 -0.082
C 1.2536 -3.9559 -1.6929 1.65 0.50 -1.89 -0.293
O 1.2321 -3.5126 -0.3833 -1.02 -0.71 1.96 -0.124
H 2.6713 -2.3074 -2.0708 -0.28 -0.45 -0.02 0.060
H 1.0202 -1.8865 -2.3595 -0.72 0.54 0.42 0.020
H 1.7734 -2.8751 -3.5259 0.28 -0.12 0.23 0.084
H 1.9810 -4.7881 -1.9113 -0.28 0.67 0.61 0.130
H 0.3051 -4.3639 -2.0074 -0.58 0.22 -0.17 0.087
H 0.5696 -4.0811 0.0780 1.14 0.43 -0.31 0.036
C -3.8305 4.2563 -2.1174 -1.48 0.74 -0.82 -0.079
C -3.0851 3.8645 -0.8903 0.94 -0.90 -0.50 -0.325
O -1.8813 3.1633 -1.2511 -0.04 1.81 0.69 -0.095
H -3.3628 5.1167 -2.6649 -0.49 -0.79 0.55 0.099
H -4.9139 4.4498 -1.8968 0.89 0.42 -0.03 0.090
H -3.9060 3.4131 -2.7956 0.36 -0.22 -0.30 0.064
H -3.6864 3.2565 -0.2275 -0.42 -0.58 0.16 0.085
H -2.8577 4.7194 -0.2871 0.68 0.59 0.02 0.072
H -2.1466 2.2875 -1.5057 -0.24 -0.25 -0.33 -0.004
C 3.7078 3.0074 -2.5858 0.74 -0.12 1.11 -0.054
C 3.2677 3.1833 -1.1279 2.20 -1.56 -0.30 -0.307
O 1.9062 3.2530 -0.9082 -1.34 1.27 -0.67 -0.120
H 3.2682 3.7476 -3.1450 -2.12 1.19 -1.80 0.032
H 3.5511 1.9867 -2.9075 -0.40 0.04 -0.37 0.067
H 4.7125 3.2956 -2.8604 0.96 -0.43 0.95 0.078
H 3.7935 3.9946 -0.6094 0.03 -0.09 -0.09 0.119
H 3.5167 2.2054 -0.7170 0.42 0.20 0.78 0.093
H 1.5752 4.0922 -1.2816 -0.12 -0.57 0.42 0.113
C 5.4626 -1.4662 -2.5590 7.06 -1.99 2.87 -0.742
O 6.6542 -1.9614 -2.1872 -4.49 1.11 -1.85 -0.118
N 5.0203 -1.4009 -3.7565 -0.53 -2.12 -8.46 0.127
N 4.7106 -0.8842 -1.7210 -2.98 2.75 4.31 0.157
H 5.4890 -2.0851 -4.4755 -1.28 2.22 1.96 0.170
H 4.1715 -0.8794 -4.0991 1.52 -1.10 1.03 0.134
H 4.9685 -0.8724 -0.7325 -0.02 0.02 -0.56 0.082
H 3.8414 -0.3426 -1.8972 1.01 -1.00 -0.14 0.086
C -3.5705 1.3125 2.1173 5.14 0.51 -3.68 -0.449
O -2.5623 1.0451 1.1235 -5.15 1.57 5.89 -0.162
N -4.2476 0.3933 2.7503 -2.59 -2.87 -0.62 0.147
N -3.7124 2.5069 2.6567 1.68 1.55 -1.72 0.202
H -4.3459 -0.5329 2.3240 0.03 0.42 0.01 0.162
H -5.0250 0.6887 3.3523 0.45 -0.27 -0.57 0.160
H -3.0626 3.2206 2.2943 -0.49 -0.21 -0.06 0.055
H -4.2574 2.7905 3.4391 -0.60 -0.48 0.38 0.123
C 2.2031 1.0628 3.1927 -3.44 -5.04 -0.69 -0.563
O 1.5005 -0.1236 3.3314 3.41 5.70 -0.55 -0.106
N 1.9290 1.9342 2.2020 0.62 1.10 -2.10 0.113
N 3.1580 1.4208 4.0223 1.52 -0.44 2.55 0.159
H 1.1729 1.6983 1.4641 1.98 0.05 1.06 0.074
H 2.7243 2.5554 1.8293 -1.87 -1.29 0.83 0.168
H 3.2539 0.7447 4.8386 0.28 1.63 -1.54 0.164
H 3.6849 2.3328 3.9382 -1.03 -1.89 0.35 0.152
C -2.4887 0.3620 -2.4268 -4.99 2.19 -8.24 -0.644
O -3.1087 0.5972 -3.6902 3.17 -1.29 6.13 -0.132
N -3.0278 0.7507 -1.3252 -5.11 2.52 1.50 0.121
N -1.3845 -0.2181 -2.2732 5.49 -2.56 -1.19 0.203
H -3.9686 1.2737 -1.4834 2.32 -1.46 0.67 0.190
H -2.5793 0.7887 -0.3950 -0.70 0.07 -0.59 0.038
H -0.8375 -0.4616 -3.0970 -0.33 0.12 0.29 0.141
H -0.9279 -0.4611 -1.3885 -0.34 0.16 -0.25 0.075
C -1.4013 -0.7975 4.2065 5.84 -4.99 2.67 -0.596
O -0.4874 -1.5634 4.9274 -4.45 3.99 -2.95 -0.111
N -1.2072 -0.5406 2.9411 2.64 -1.18 -0.66 0.166
N -2.5089 -0.3214 4.6421 -4.23 0.69 5.43 0.147
H -0.2129 -0.6273 2.7504 0.17 0.28 -0.68 0.059
H -1.8929 -0.1940 2.3351 -0.52 0.79 -0.95 0.026
H -2.7137 -0.5036 5.6757 0.31 0.16 -2.28 0.162
H -3.3030 -0.1051 4.0087 1.48 -0.27 1.10 0.044
C -1.3634 -4.8307 0.5062 -4.58 -4.15 -5.90 -0.618
O -2.3309 -5.1157 -0.4442 4.77 0.82 4.32 -0.123
N -1.3643 -3.7430 1.1400 -1.41 4.64 1.88 0.183
N -0.2805 -5.6050 0.7657 0.99 -3.40 -1.07 0.140
H -2.0835 -3.0605 0.8420 0.62 -0.43 0.23 0.091
H -0.6548 -3.4690 1.8191 0.04 -0.09 0.26 0.078
H -0.1603 -6.5669 0.3564 -0.72 1.80 0.44 0.154
H 0.3018 -5.4768 1.5750 -0.27 0.35 0.34 0.099
C -0.8356 4.0634 1.8992 3.57 0.05 -7.31 -0.580
O -0.2272 4.1730 0.6414 -3.02 -0.12 7.09 -0.099
N -0.4138 3.2654 2.8446 2.22 -2.56 1.70 0.167
N -1.9880 4.6630 2.1656 -3.61 2.31 1.73 0.092
H 0.4825 2.7040 2.7336 -1.14 1.38 -0.15 0.075
H -0.9753 2.8675 3.5936 -0.22 0.66 -0.35 0.113
H -2.4336 5.2820 1.4460 0.95 -0.84 1.31 0.134
H -2.3645 4.6931 3.1979 1.37 0.45 -2.94 0.174
C 0.8947 0.1379 -0.2062 4.59 -3.59 -2.75 -0.531
O 2.1166 -0.0789 -0.8834 -6.24 2.05 3.52 -0.108
N 0.3047 1.2527 0.1019 0.57 4.28 -0.93 0.152
N 0.1259 -0.8929 0.1154 -1.69 -3.75 1.69 0.164
H 0.7412 1.9981 -0.4785 -0.53 0.55 0.98 0.087
H -0.5979 1.4481 0.5800 0.69 -0.65 -0.87 0.110
H 0.4125 -1.8759 -0.1162 0.36 0.89 0.36 0.099
H -0.6018 -0.8615 0.9123 1.73 0.22 -2.09 0.119
C -4.2037 -2.2605 -0.6293 1.34 -1.96 -0.67 -0.104
O -2.9586 -1.8355 -0.0968 0.70 0.20 1.24 -0.181
H -4.6589 -1.3943 -0.9860 -1.46 1.11 -0.81 0.055
H -4.7793 -2.8250 0.1008 0.02 0.42 0.46 0.086
H -3.9900 -3.0053 -1.4185 -0.35 0.61 0.05 0.084
H -2.5846 -1.0829 -0.5831 -0.83 -0.84 0.10 0.023
C -1.6379 -3.0554 -3.1901 -1.11 -1.47 1.41 -0.165
O -2.8680 -2.4355 -3.5975 1.02 -1.85 0.03 -0.094
H -0.7344 -2.7579 -3.6696 0.43 0.06 -1.55 0.051
H -1.7272 -4.1862 -3.0905 -0.13 1.51 -0.63 0.110
H -1.3930 -2.7459 -2.1874 -0.24 0.01 0.97 0.034
H -2.6491 -1.5269 -3.7143 -0.37 1.41 -0.54 0.000
C 0.3381 2.2457 -3.6136 -1.33 0.26 -0.91 -0.155
O 0.8610 3.4963 -4.1398 -1.07 0.11 1.59 -0.139
H -0.6781 2.0504 -4.1102 1.33 0.01 0.88 0.103
H 0.2564 2.2969 -2.5328 -0.36 0.15 0.07 0.031
H 1.0040 1.4067 -3.7748 0.37 0.07 -0.58 0.068
H 0.3518 4.1444 -3.5804 0.86 -0.63 -1.17 0.094
C 4.5608 -1.4046 1.9704 0.84 0.63 0.49 -0.120
O 4.3144 -0.5741 0.8293 3.99 -0.53 1.67 -0.128
H 4.4776 -2.4580 1.7711 -0.42 -0.55 -0.54 0.063
H 3.8078 -1.1445 2.7281 0.68 -0.14 0.21 0.045
H 5.6590 -1.3380 2.3243 -1.81 0.66 -0.53 0.115
H 3.4303 -0.4224 0.6558 -3.23 0.12 -0.54 -0.008
C 1.9337 -3.1644 2.5693 1.76 1.79 0.57 -0.186
O 0.6340 -3.1269 3.0041 -1.87 -2.44 -0.43 -0.151
H 2.6429 -3.0261 3.4417 -0.56 -0.17 -0.92 0.106
H 1.9592 -2.2523 1.9408 1.29 -0.81 -0.29 0.061
H 2.2187 -4.0999 2.0597 -0.45 0.47 -0.01 0.088
H 0.4508 -2.4548 3.6491 -0.16 0.99 1.37 0.010
```
Forces are in eV/Å.

The max |F| comes out at 9.88 eV/A. The energy comes out at -77434.4342 eV. The relative energy (zero: lowest compared OMol25 entry of this formula, charge and spin) is 67.0 kcal/mol. The LUMO energy comes out at -1.2 eV. As for the spin multiplicity: 1. The gap between HOMO and LUMO is 6.83 eV.